{"formula": "C3H14N4Si", "method": "ωB97M-V with the def2-TZVPD basis set", "total_energy_ev": -17169.0615, "gap_ev": [4.461, 6.902], "multiplicity": 3, "symbols": ["C", "C", "C", "N", "N", "N", "N", "Si", "H", "H", "H", "H", "H", "H", "H", "H", "H", "H", "H", "H", "H", "H"], "coordinates": [[-3.47643, 0.03293, 0.51214], [-2.28125, -0.03583, -0.41823], [-1.08862, -0.48691, 0.38323], [2.79923, -1.65166, -0.48611], [2.69438, 2.31984, 0.08864], [1.45130, -1.60203, -0.07619], [2.02827, 1.20076, 0.41058], [0.59713, -0.13003, -0.31954], [-3.44706, 0.86477, 1.13608], [-4.44668, -0.11243, -0.05277], [-3.50938, -0.89627, 1.07022], [-2.49989, -0.71390, -1.29086], [-1.99350, 1.01250, -0.59626], [-1.12839, -1.58381, 0.22109], [-1.16952, -0.30795, 1.48359], [2.76680, -1.69898, -1.45572], [3.20759, -0.77913, -0.19711], [2.14150, 3.19819, -0.10130], [3.41438, 2.27835, -0.66211], [1.28182, -2.27600, 0.60201], [2.19651, 1.16160, 1.47941], [0.46181, 0.20597, -1.73079]], "lowdin_spin": [0.0062, 0.0261, 0.1365, 0.0139, 0.2418, 0.0410, 0.8536, 0.3806, 0.0023, 0.0004, 0.0006, 0.0019, 0.0239, 0.0188, 0.0145, 0.0021, 0.0107, 0.0707, 0.0164, 0.0012, 0.0726, 0.0639]}